ORCA calculation (ωB97M-V/def2-TZVPD) on a gas-phase ion, C6H21N4Si (charge +1).

Geometry (Å):
1 N 1.639 0.494 -0.584
2 H -4.249 0.541 -0.430
3 H 2.125 -0.031 -1.328
4 H 2.089 -3.323 1.056
5 H -0.025 2.798 1.254
6 C -0.895 -0.433 -1.863
7 H -4.191 -1.757 -0.629
8 C 2.260 -2.327 0.711
9 H 0.358 1.437 -0.599
10 N 1.057 -1.852 -0.088
11 H 0.926 -2.289 -1.026
12 H -1.004 -1.506 -2.090
13 H 3.562 0.634 0.306
14 C 0.728 -0.517 0.226
15 C 2.616 1.288 0.164
16 H 2.224 1.544 1.032
17 H -0.747 1.331 1.762
18 H -1.933 -0.069 -2.120
19 H -0.152 -0.078 -2.521
20 H -3.908 -0.701 1.740
21 C -0.864 2.139 1.044
22 H -1.514 -0.416 1.356
23 N -1.780 -0.463 0.365
24 H -1.305 1.943 -0.962
25 H 3.015 2.061 -0.387
26 H 2.426 -1.659 1.623
27 H 1.023 -0.277 1.307
28 H 3.137 -2.156 0.044
29 H -1.661 2.764 1.110
30 C -0.721 -0.069 -0.423
31 N -0.657 1.530 -0.303
32 Si -3.579 -0.580 0.254

Forces on atoms 1 to 2 (eV/Å):
-0.199 -0.410 -0.156
0.304 0.457 0.208

Calculated values
Lowest unoccupied orbital energy in eV: -2.41
SMILES: CNC(NC)[C@@](C)(N[SiH3])[NH2+]C
Net charge: +1